Record 1
The molecule C15H21NO6S at a distorted geometry, computed with ωB97M-V/def2-TZVPD.

Positions of all 44 atoms, in Å:
O -0.023 0.620 2.317
O 3.379 -5.752 -0.537
O 1.163 -5.166 -1.385
O -1.567 1.647 -3.964
O -1.225 1.859 0.815
O 2.550 -3.302 -0.054
C -0.262 0.973 1.201
C 0.524 0.515 -3.911
C -0.509 1.172 -1.948
C 1.598 -0.103 -3.160
C -0.542 1.145 -3.291
C 0.500 0.555 -1.162
C 1.460 -0.163 -1.811
N 0.553 0.330 0.275
C -2.735 3.780 0.769
C -1.228 3.459 2.824
C -3.130 1.918 2.528
C -2.073 2.705 1.714
C 1.989 -2.457 -1.057
C 1.811 -0.431 0.568
C 1.444 -5.401 1.303
C 2.334 -0.910 -0.792
S 2.184 -4.967 -0.275
H -2.328 1.929 -3.388
H 0.664 0.255 -4.989
H -1.406 1.559 -1.622
H 2.473 -0.495 -3.620
H -3.558 4.263 1.259
H -3.088 3.365 -0.137
H -2.117 4.572 0.407
H -0.873 2.715 3.505
H -1.823 4.265 3.301
H -0.382 3.946 2.316
H -2.775 1.002 2.933
H -4.113 1.772 2.154
H -3.250 2.470 3.492
H 2.240 -2.830 -2.050
H 0.932 -2.408 -0.878
H 1.601 -1.375 1.106
H 2.503 0.236 1.193
H 1.527 -6.505 1.676
H 0.427 -5.325 1.068
H 1.652 -4.645 2.122
H 3.496 -0.790 -0.812

* calculated total energy: -1488.46584 Eh
* net charge: 0
* orbital gap: 8.622 eV
* energy above the lowest of the compared OMol25 structures with the same formula, charge and spin: 72.47 kcal/mol
* HOMO: -8.19 eV

natural (NBO) atomic charge list, values in e, 6 entries: O -0.645; O -0.890; O -0.908; O -0.656; O -0.552; O -0.697



Record 2
C40H48N2OReSSb2 as an isolated structure, computed with ωB97M-V/def2-TZVPD.

Positions of all 95 atoms, in Å:
Re 0.412 0.525 0.707
C 0.690 2.745 -2.576
C 2.200 2.654 -2.794
C 2.807 1.291 -2.464
Sb 2.946 0.886 -0.387
C 3.755 2.583 0.500
C 4.640 3.330 -0.276
C 5.307 4.400 0.307
C 5.091 4.714 1.643
C 4.219 3.954 2.414
C 3.548 2.881 1.846
C 4.319 -0.630 -0.105
C 4.615 -1.478 -1.173
C 5.680 -2.357 -1.034
C 6.408 -2.393 0.150
C 6.088 -1.548 1.210
C 5.034 -0.655 1.095
Sb -0.017 2.960 -0.577
C -2.050 3.395 -0.718
C -2.421 4.300 -1.710
C -3.746 4.714 -1.782
C -4.680 4.238 -0.870
C -4.298 3.346 0.126
C -2.980 2.917 0.205
C 0.815 4.677 0.246
C 1.483 5.575 -0.582
C 1.856 6.814 -0.068
C 1.561 7.140 1.249
C 0.886 6.238 2.066
C 0.509 5.002 1.566
H 0.175 1.873 -2.983
H 0.261 3.625 -3.058
H 2.728 3.451 -2.270
H 2.377 2.828 -3.859
H 3.851 1.218 -2.776
H 2.264 0.470 -2.933
H 4.839 3.088 -1.314
H 6.006 4.980 -0.283
H 5.619 5.547 2.089
H 4.077 4.196 3.460
H 2.894 2.275 2.461
H 4.048 -1.466 -2.096
H 5.943 -3.012 -1.854
H 7.236 -3.082 0.247
H 6.675 -1.575 2.118
H 4.818 0.035 1.904
H -1.707 4.702 -2.421
H -4.047 5.416 -2.549
H -5.707 4.573 -0.930
H -5.029 2.998 0.846
H -2.688 2.243 1.002
H 1.699 5.351 -1.620
H 2.364 7.527 -0.704
H 1.843 8.111 1.638
H 0.639 6.511 3.084
H -0.051 4.322 2.199
C -3.505 -0.329 -1.408
S -2.674 -0.594 0.134
O -1.248 0.105 -0.241
C -2.378 -2.292 0.239
C -2.820 -2.895 1.419
C -2.693 -4.272 1.542
C -2.127 -5.008 0.510
C -1.675 -4.386 -0.660
C -1.804 -3.020 -0.812
H -3.125 -1.011 -2.165
H -3.363 0.718 -1.671
H -4.560 -0.521 -1.198
H -3.297 -2.313 2.199
H -3.054 -4.769 2.432
H -2.046 -6.084 0.604
H -1.249 -4.979 -1.459
H -1.476 -2.540 -1.727
C -1.471 1.382 3.446
C -0.005 1.719 3.683
N 0.748 0.606 4.286
C 0.682 0.508 5.789
C -0.397 -0.437 6.287
C 1.428 -0.255 3.597
C 2.216 -1.337 4.262
N 1.476 -0.225 2.211
H -1.950 2.200 2.905
H -2.013 1.252 4.380
H -1.590 0.453 2.870
H 0.108 2.576 4.346
H 0.497 2.019 2.757
H 0.502 1.521 6.142
H 1.668 0.222 6.145
H -1.396 -0.114 5.999
H -0.361 -0.447 7.377
H -0.248 -1.462 5.945
H 3.066 -0.895 4.790
H 2.597 -2.051 3.535
H 1.614 -1.873 4.993
H 2.163 -0.910 1.894

* <S²>: 3.814
* calculated total energy: -2693.19836 Eh
* net charge: +4
* orbital gap (spin up / spin down): 5.770 / 5.814 eV
* energy above the lowest of the compared OMol25 structures with the same formula, charge and spin: 0.00 kcal/mol
* multiplicity: 4
* HOMO (spin up / spin down): -18.59 / -18.60 eV

Mulliken atomic charge list, values in e, 6 entries: Re 0.672; C -0.902; C -0.284; C -1.321; Sb 1.458; C 0.886



Record 3
C5H10O as an isolated structure at a distorted geometry, computed with ωB97M-V/def2-TZVPD.

Positions of all 16 atoms, in Å:
C -0.050 -0.206 0.065
C -0.887 -0.903 -0.982
C -0.703 0.575 1.077
C 1.212 -0.940 0.475
C 0.271 1.427 -0.498
O -0.372 1.897 -1.442
H 1.361 1.435 -0.387
H -1.749 -0.302 -1.267
H -1.236 -1.872 -0.613
H -0.294 -1.068 -1.885
H 1.815 -0.354 1.174
H -1.740 0.860 0.941
H -0.334 0.574 2.099
H -0.098 1.921 0.674
H 1.832 -1.155 -0.398
H 0.973 -1.889 0.966

* calculated total energy: -271.61898 Eh
* net charge: 0
* orbital gap: 8.685 eV
* energy above the lowest of the compared OMol25 structures with the same formula, charge and spin: 83.86 kcal/mol
* HOMO: -8.21 eV

natural (NBO) atomic charge list, values in e, 6 entries: C -0.178; C -0.605; C -0.274; C -0.613; C 0.202; O -0.658



Record 4
The molecule Br3HNP at a distorted geometry, computed with ωB97M-V/def2-TZVPD.

Positions of all 6 atoms, in Å:
N -1.579 0.555 0.188
P 0.189 0.039 0.022
Br 0.865 -2.065 -0.584
Br 1.007 0.343 1.900
Br 1.494 1.354 -1.250
H -1.976 -0.226 -0.275

* calculated total energy: -8118.74156 Eh
* net charge: 0
* orbital gap: 7.732 eV
* energy above the lowest of the compared OMol25 structures with the same formula, charge and spin: 29.17 kcal/mol
* HOMO: -9.26 eV

Table of natural (NBO) atomic charges, one value per atom, all in e: N -1.004; P 1.008; Br -0.129; Br -0.065; Br -0.139; H 0.329



Question: Which value of energy above the lowest of the compared OMol25 structures with the same formula, charge and spin does entry 3 give?
Answer: 83.86 kcal/mol



Copy entry 3 word for word.
C5H10O as an isolated structure at a distorted geometry, computed with ωB97M-V/def2-TZVPD.

Positions of all 16 atoms, in Å:
C -0.050 -0.206 0.065
C -0.887 -0.903 -0.982
C -0.703 0.575 1.077
C 1.212 -0.940 0.475
C 0.271 1.427 -0.498
O -0.372 1.897 -1.442
H 1.361 1.435 -0.387
H -1.749 -0.302 -1.267
H -1.236 -1.872 -0.613
H -0.294 -1.068 -1.885
H 1.815 -0.354 1.174
H -1.740 0.860 0.941
H -0.334 0.574 2.099
H -0.098 1.921 0.674
H 1.832 -1.155 -0.398
H 0.973 -1.889 0.966

* calculated total energy: -271.61898 Eh
* net charge: 0
* orbital gap: 8.685 eV
* energy above the lowest of the compared OMol25 structures with the same formula, charge and spin: 83.86 kcal/mol
* HOMO: -8.21 eV

natural (NBO) atomic charge list, values in e, 6 entries: C -0.178; C -0.605; C -0.274; C -0.613; C 0.202; O -0.658



Question: What is the net charge in the third record?
Answer: 0